#i
{
  "formula": "C2H4N4O2",
  "method": "wB97M-V/def2-TZVPD",
  "elements": ["C", "C", "H", "H", "H", "H", "N", "N", "N", "N", "O", "O"],
  "coordinates": [[-0.4652, 0.3701, -0.2953], [-1.7960, 0.3828, 0.3619], [1.1303, -0.9965, -0.8820], [1.5481, -0.1719, -2.6889], [-2.6777, 1.2377, 0.5257], [1.7643, -0.2873, 1.4823], [1.2681, -0.0057, -1.6197], [0.0535, 0.9031, -1.4132], [-1.7440, -0.1044, 1.5021], [0.2628, -0.7084, 0.4899], [-0.5941, -0.8697, 1.5689], [1.2498, 0.2503, 0.9681]],
  "lowdin_charge": [-0.286, -0.107, 0.166, 0.111, 0.191, 0.054, -0.091, 0.083, 0.073, -0.114, -0.090, 0.010],
  "e_lumo_ev": -0.4,
  "homo_ha": -0.3252,
  "smiles": "N/N=c1/cnon1O",
  "gap_ev": 8.47
}


#ii
{
  "formula": "C2H4N4O2",
  "method": "wB97M-V/def2-TZVPD",
  "elements": ["C", "C", "H", "H", "H", "H", "N", "N", "N", "N", "O", "O"],
  "coordinates": [[0.9914, -0.8888, 0.1530], [-0.3984, 0.8961, -0.7389], [-1.4186, 1.4634, 1.7005], [-0.3195, -1.4693, 1.4631], [2.6768, -1.7064, -0.3564], [1.7964, 0.7589, -1.1756], [-1.0984, 0.0438, 0.3871], [-0.3041, -1.0958, 0.4338], [1.8891, -1.7308, 0.3301], [0.7490, 0.2367, -0.8665], [-0.6949, 0.8816, 1.5696], [-1.1729, 1.4599, -1.5831]],
  "lowdin_charge": [-0.476, -0.410, 0.067, 0.198, 0.082, 0.258, -0.038, 0.026, 0.155, 0.132, -0.039, 0.043],
  "e_lumo_ev": 0.2,
  "homo_ha": -0.3701,
  "smiles": "[H]/N=c1\\[nH]c(=O)n(O)[nH]1",
  "gap_ev": 10.31
}


Which structure is the least stable? The one labeled #i.


#i
{
  "formula": "C3H5FN",
  "method": "wB97M-V/def2-TZVPD",
  "elements": ["C", "C", "C", "N", "F", "H", "H", "H", "H", "H"],
  "coordinates": [[-1.0920, -0.3135, -0.1904], [-2.3322, -0.1597, 0.2608], [0.2945, -0.6446, 0.0020], [1.2076, 0.5929, -0.0558], [-3.5239, 0.2614, -0.0112], [0.5249, -1.1993, -0.8089], [0.6537, -1.3126, 0.9394], [2.1304, 0.4051, -0.3945], [1.2717, 0.9910, 0.8485], [0.8653, 1.3794, -0.5900]],
  "lowdin_charge": [0.019, 0.001, -0.163, 0.220, 0.148, 0.081, 0.208, 0.164, 0.151, 0.170],
  "e_lumo_ev": -4.6,
  "homo_ha": -0.5365,
  "smiles": "[NH3+]CC#CF",
  "gap_ev": 10.01,
  "charge": 1
}


#ii
{
  "formula": "C3H5FN",
  "method": "wB97M-V/def2-TZVPD",
  "elements": ["C", "C", "C", "N", "F", "H", "H", "H", "H", "H"],
  "coordinates": [[0.6328, -0.5876, -0.4525], [-2.4992, 0.0629, -0.2201], [1.6285, 0.1402, -0.0727], [2.2491, 0.8600, 0.8180], [-3.2789, 0.8760, 0.4233], [0.6890, -1.5960, -0.9397], [-1.7546, -0.3844, -0.8590], [2.6034, 0.0654, 1.3593], [-3.2141, -0.8524, -0.4446], [2.9441, 1.4159, 0.3880]],
  "lowdin_charge": [0.032, 0.312, -0.240, 0.131, 0.210, 0.050, 0.088, 0.144, 0.165, 0.108],
  "e_lumo_ev": [-8.1, -8.3],
  "homo_ha": [-0.4978, -0.4936],
  "gap_ev": [5.40, 5.13],
  "charge": 1
}


Which structure is the least stable? The one labeled #ii.


#i
{
  "formula": "C5H11N4O",
  "method": "wB97M-V/def2-TZVPD",
  "elements": ["C", "C", "C", "C", "C", "N", "N", "N", "N", "O", "H", "H", "H", "H", "H", "H", "H", "H", "H", "H", "H"],
  "coordinates": [[1.4341, 1.3680, -2.1965], [-0.9880, -1.5838, 0.0328], [1.2301, 2.0594, -3.2404], [0.0123, 0.3182, 1.4549], [-1.0548, 0.3645, 2.4997], [-1.9328, -1.8703, 0.7909], [-0.1019, -0.4800, 0.3509], [-0.4829, -2.2254, -1.0147], [1.1062, 1.0355, 1.5789], [1.7247, 0.7096, -1.2804], [1.9774, 2.3549, -3.8455], [0.1830, 2.3699, -3.6005], [-1.9693, 0.6443, 1.9209], [-0.7475, 0.9829, 3.3776], [-1.3214, -0.6814, 2.8473], [-2.3464, -2.8005, 0.4782], [0.6017, -0.4064, -0.2992], [-0.6917, -3.0452, -1.5187], [0.2796, -1.7203, -1.4096], [1.7973, 0.8339, 0.8050], [1.2902, 1.7721, 2.2683]],
  "lowdin_charge": [-0.239, -0.519, 0.061, -0.302, 0.008, 0.146, 0.158, 0.184, 0.218, 0.107, 0.042, 0.133, 0.116, 0.106, 0.111, 0.111, 0.048, 0.120, 0.090, 0.140, 0.159],
  "e_lumo_ev": -3.1,
  "homo_ha": -0.4911,
  "gap_ev": 10.25,
  "charge": 1
}


#ii
{
  "formula": "C5H11N4O",
  "method": "wB97M-V/def2-TZVPD",
  "elements": ["C", "C", "C", "C", "C", "N", "N", "N", "N", "O", "H", "H", "H", "H", "H", "H", "H", "H", "H", "H", "H"],
  "coordinates": [[0.1440, 1.0482, -1.2598], [1.6075, -0.3101, 0.3413], [1.4651, 0.6562, -0.7982], [-1.7039, -0.5616, -0.6693], [-2.3380, 0.6520, 1.2271], [-0.9758, 0.3795, -1.0942], [0.7689, -1.2253, 0.4224], [2.6912, -0.1283, 1.0414], [-1.8006, -1.6522, -1.4505], [-2.4684, -0.5016, 0.3534], [-0.0323, 1.8058, -2.0150], [1.8758, 0.2488, -1.7483], [2.0194, 1.5530, -0.3788], [-1.8170, 0.3516, 2.2135], [-3.3624, 1.0070, 1.6656], [-1.8080, 1.5861, 0.7492], [0.9927, -1.8132, 1.2089], [3.4834, 0.4802, 1.0164], [2.8240, -0.8701, 1.6953], [-1.3402, -1.5837, -2.3014], [-2.5868, -2.2524, -1.3168]],
  "lowdin_charge": [0.007, -0.562, -0.081, -0.520, -0.021, 0.176, 0.165, 0.168, 0.248, 0.037, 0.144, 0.164, 0.153, 0.118, 0.127, 0.123, 0.071, 0.124, 0.115, 0.108, 0.135],
  "e_lumo_ev": -3.8,
  "homo_ha": -0.4856,
  "smiles": "[H]/N=C(\\N)C/C=N\\C(=[NH2+])OC",
  "gap_ev": 9.39,
  "charge": 1
}


Which structure is the least stable? The one labeled #ii.


#i
{
  "formula": "CH2O2",
  "method": "wB97M-V/def2-TZVPD",
  "elements": ["C", "H", "H", "O", "O"],
  "coordinates": [[-0.1187, 0.3758, 0.0038], [1.8320, -0.0514, 0.3817], [0.1052, 1.3817, -0.0509], [1.0226, -0.2274, -0.0629], [-1.1757, -0.2208, 0.0187]],
  "lowdin_charge": [-0.410, 0.109, 0.108, 0.111, 0.082],
  "e_lumo_ev": 0.5,
  "homo_ha": -0.4010,
  "smiles": "O=CO",
  "gap_ev": 11.46
}


#ii
{
  "formula": "CH2O2",
  "method": "wB97M-V/def2-TZVPD",
  "elements": ["C", "O", "O", "H", "H"],
  "coordinates": [[-0.0544, 0.0202, 0.1704], [0.8525, 0.2511, -0.8138], [-0.2864, -0.6159, -0.9888], [0.0884, -0.5412, 1.1207], [-0.6001, 0.8858, 0.5114]],
  "lowdin_charge": [-0.301, 0.030, 0.032, 0.129, 0.110],
  "e_lumo_ev": 1.0,
  "homo_ha": -0.3936,
  "smiles": "C1OO1",
  "gap_ev": 11.72
}


Which structure is the least stable? The one labeled #ii.


#i
{
  "formula": "C4H16O3",
  "method": "wB97M-V/def2-TZVPD",
  "elements": ["C", "C", "C", "C", "H", "H", "H", "H", "H", "H", "H", "H", "H", "H", "H", "H", "O", "H", "H", "O", "H", "H", "O"],
  "coordinates": [[1.0650, 0.6471, -2.8435], [1.6670, -0.4157, 0.8556], [1.0290, -0.0482, -0.4268], [1.7345, 0.8896, -1.4862], [-0.0151, 0.8098, -2.7773], [1.6523, 0.9325, -3.6518], [1.0372, -0.5412, -2.9130], [1.2607, -1.2015, 1.4006], [2.7105, -0.3851, 0.5182], [1.6163, 0.3478, 1.5246], [0.7211, -1.0544, -0.9680], [0.0835, 0.2781, -0.1595], [2.7105, 0.4222, -1.6231], [1.8634, 1.8387, -1.0364], [-2.4928, 4.8463, -0.5657], [-3.7213, 5.7041, -0.1686], [-2.7953, 5.4157, 0.0875], [1.1570, -4.7189, 2.0620], [1.2140, -3.4993, 1.1003], [0.6258, -4.0920, 1.5031], [-3.3247, -1.6468, 1.4947], [-1.8320, -1.7138, 1.3749], [-2.5322, -2.1806, 1.8836]],
  "lowdin_charge": [-0.116, -0.113, -0.298, -0.239, 0.071, 0.036, 0.106, 0.046, 0.090, 0.041, 0.132, 0.067, 0.097, 0.090, -0.018, 0.074, -0.056, 0.069, -0.023, -0.052, 0.083, 0.022, -0.111],
  "e_lumo_ev": 0.5,
  "homo_ha": -0.4114,
  "smiles": "CCCC.O.O.O",
  "gap_ev": 11.72
}


#ii
{
  "formula": "C4H16O3",
  "method": "wB97M-V/def2-TZVPD",
  "elements": ["C", "C", "C", "C", "H", "H", "H", "H", "H", "H", "H", "H", "H", "H", "H", "H", "O", "H", "H", "O", "H", "H", "O"],
  "coordinates": [[0.5266, -1.2917, -0.7125], [-0.6542, -2.0676, -1.4597], [-0.4621, -1.3542, -2.7388], [-0.2639, -3.5820, -1.5548], [0.7596, -1.8224, 0.2236], [1.4416, -1.2067, -1.3606], [0.0405, -0.3497, -0.4335], [-1.7288, -1.8860, -0.9108], [-0.8365, -1.7070, -3.7007], [0.5327, -1.1254, -3.1942], [-0.6271, -0.3347, -2.5707], [-1.1154, -4.1257, -1.6964], [0.4789, -3.4176, -2.3878], [0.3834, -3.8394, -0.5974], [-2.1257, 2.2539, 6.0806], [-1.2675, 2.1623, 4.9166], [-1.9609, 2.6842, 5.1364], [-1.1971, 2.6645, 2.5718], [-0.3223, 1.3468, 2.3035], [-0.4197, 2.0710, 2.8627], [3.0939, 5.6965, -0.5762], [3.2046, 4.3619, 0.1152], [2.5195, 4.8691, -0.3163]],
  "lowdin_charge": [-0.116, -0.453, -0.194, -0.073, 0.061, 0.092, 0.065, 0.177, 0.080, 0.090, 0.054, 0.025, 0.090, 0.106, 0.113, -0.076, -0.074, 0.103, -0.013, -0.057, 0.094, 0.010, -0.104],
  "e_lumo_ev": 0.7,
  "homo_ha": -0.3813,
  "smiles": "CC(C)C.O.O.O",
  "gap_ev": 11.05
}


Which structure is the least stable? The one labeled #ii.